Arrangement a

A single C5H8N2O3 molecule. Source: the OMol25 dataset; level of theory: ωB97M-V/def2-TZVPD.

- total charge = 0
- HOMO level (alpha / beta) (eV) = -8.5 / -8.5
- multiplicity = 1
- LUMO (alpha / beta) (eV) = -0.73 / -0.73

Positions of all 18 atoms, in Å:
C: -0.01 -1.16 0.93
C: 1.72 -0.05 -0.23
C: -0.74 -0.23 0.06
C: -2.15 -0.88 -0.02
C: -0.99 1.35 0.24
N: 1.11 -0.29 -1.33
N: 2.95 0.05 0.23
O: 3.77 -0.87 0.19
O: 3.11 1.05 0.91
O: -0.21 -0.30 -1.30
H: 0.17 -0.84 2.02
H: -2.81 -0.24 0.74
H: -2.01 -1.91 0.13
H: -2.47 -0.61 -1.05
H: -0.07 1.82 0.70
H: -1.82 1.54 0.87
H: -0.99 1.83 -0.74
H: 1.44 -0.24 -2.35

Arrangement b

2 unconnected molecules or ions with the total composition C5H8N2O3. Source: the OMol25 dataset; level of theory: ωB97M-V/def2-TZVPD.

- structure (SMILES) = N[C@]12C[C@H]1C(=O)NC2=O.O
- total charge = 0
- HOMO level (eV) = -9.9
- multiplicity = 1
- LUMO (eV) = 0.49

Positions of all 18 atoms, in Å:
N: -1.82 0.97 -1.63
C: -0.87 0.44 -0.72
C: 0.46 -0.05 -1.24
C: -0.53 -1.03 -0.66
C: -0.31 -1.36 0.77
O: -0.25 -2.46 1.29
N: -0.40 -0.15 1.49
C: -0.81 0.92 0.71
O: -1.11 2.01 1.14
H: -2.77 0.88 -1.29
H: -1.64 1.95 -1.83
H: 0.55 -0.05 -2.32
H: 1.37 0.17 -0.67
H: -1.02 -1.76 -1.31
H: -0.36 -0.11 2.50
H: 2.76 0.47 1.62
O: 3.07 -0.45 1.46
H: 3.65 -0.39 0.69

Arrangement c

2 unconnected molecules or ions with the total composition C5H8N2O3. Source: the OMol25 dataset; level of theory: ωB97M-V/def2-TZVPD.

- structure (SMILES) = O=c1cc[nH]c(=O)[nH]1.CO
- total charge = 0
- HOMO level (eV) = -9.0
- multiplicity = 1
- LUMO (eV) = 0.42

Positions of all 18 atoms, in Å:
C: 1.73 -0.50 -0.54
C: 1.86 0.06 0.83
C: 0.94 0.95 1.39
C: 0.14 1.34 -0.96
C: -2.18 -1.21 0.35
H: 0.84 -0.09 -2.26
H: 2.88 -0.24 1.37
H: 1.21 1.32 2.39
H: -0.25 2.48 0.67
H: -1.00 -1.78 -1.08
H: -2.08 -0.52 1.21
H: -3.10 -0.93 -0.24
H: -2.47 -2.12 0.79
N: 0.66 0.16 -1.27
N: 0.11 1.55 0.52
O: 2.21 -1.44 -1.12
O: -0.61 1.99 -1.71
O: -0.90 -1.02 -0.36

Best to worst by energy: arrangement b, arrangement c, arrangement a.

Arrangement a

A gas-phase ion, H3N2O3S (charge -1). Source: the OMol25 dataset; level of theory: ωB97M-V/def2-TZVPD.

- structure (SMILES) = NNS(=O)(=O)[O-]
- total charge = -1
- HOMO level (eV) = -4.5
- multiplicity = 1
- LUMO (eV) = 4.20

Positions of all 9 atoms, in Å:
N: -1.22 -0.09 0.96
N: 0.17 0.06 0.92
O: 1.93 0.77 -0.63
O: -0.17 0.27 -1.67
O: 1.21 -1.57 -0.88
S: 0.83 -0.19 -0.71
H: -1.67 0.65 0.43
H: -1.50 -0.94 0.37
H: 0.43 1.04 1.21

Arrangement b

A molecular structure, H3N2O3S. Source: the OMol25 dataset; level of theory: ωB97M-V/def2-TZVPD.

- total charge = -1
- HOMO level (alpha / beta) (eV) = -3.6 / -3.6
- multiplicity = 1
- LUMO (alpha / beta) (eV) = 3.63 / 3.63

Positions of all 9 atoms, in Å:
N: -2.23 -0.29 0.24
N: -1.32 -0.09 -0.63
O: 0.60 1.44 1.10
O: 1.32 1.25 -1.19
O: 2.42 -1.02 0.18
S: 0.71 0.62 -0.06
H: 1.93 -1.54 0.74
H: -2.56 0.61 0.74
H: -0.88 -0.98 -1.12

Best to worst by energy: arrangement a, arrangement b.

Arrangement a

2 unconnected molecules or ions with the total composition C3H2FO3. Source: the OMol25 dataset; level of theory: ωB97M-V/def2-TZVPD.

- total charge = -1
- HOMO level (eV) = -3.4
- multiplicity = 1
- LUMO (eV) = 3.75

Positions of all 9 atoms, in Å:
C: 1.59 -0.41 -0.31
C: 0.34 -0.69 0.04
C: -2.58 -0.14 -0.04
O: -2.58 -0.92 0.79
O: -2.68 0.73 -0.78
O: 2.35 0.83 -0.12
F: -0.19 0.50 0.95
H: 2.03 -1.14 -0.91
H: 1.72 1.24 0.37

Arrangement b

A gas-phase ion, C3H2FO3 (charge -1). Source: the OMol25 dataset; level of theory: ωB97M-V/def2-TZVPD.

- total charge = -1
- HOMO level (alpha / beta) (eV) = -3.0 / -3.5
- multiplicity = 1
- LUMO (alpha / beta) (eV) = 4.20 / 4.20

Positions of all 9 atoms, in Å:
C: -3.00 -0.71 0.04
C: -0.04 0.13 0.24
C: -2.38 0.71 0.10
O: -4.20 -0.89 0.21
O: -2.14 -1.57 -0.17
O: -1.10 0.92 0.07
F: -2.94 1.89 -0.20
H: -0.06 -1.03 0.39
H: 0.94 0.70 0.58

Best to worst by energy: arrangement a, arrangement b.

Arrangement a

A single C4H2O2 molecule. Source: the OMol25 dataset; level of theory: ωB97M-V/def2-TZVPD.

- total charge = 0
- HOMO level (eV) = -10.7
- multiplicity = 1
- LUMO (eV) = -1.53

Positions of all 8 atoms, in Å:
O: -1.68 1.07 0.58
C: -1.38 0.01 0.08
C: 0.39 -1.62 -0.53
C: 0.02 -0.40 -0.21
C: 1.27 0.40 0.02
O: 2.31 0.06 -0.50
H: -2.15 -0.74 -0.19
H: 1.22 1.24 0.73

Arrangement b

A single C4H2O2 molecule. Source: the OMol25 dataset; level of theory: ωB97M-V/def2-TZVPD.

- structure (SMILES) = O=C=C=CC=O
- total charge = 0
- HOMO level (eV) = -9.3
- multiplicity = 1
- LUMO (eV) = -0.80

Positions of all 8 atoms, in Å:
O: -0.72 -1.75 0.64
C: -0.46 -0.81 -0.07
C: -0.40 1.32 0.46
O: -1.11 2.13 0.90
C: 0.85 0.86 0.10
C: 1.04 -0.34 -0.42
H: -1.16 -0.53 -0.87
H: 1.95 -0.88 -0.73

Best to worst by energy: arrangement b, arrangement a.